[1]
Molecular formula: C25H58BCl2N6O4
Method: DFT, ωB97M-V/def2-TZVPD

Calculated values
Net charge = -1

CARTESIAN COORDINATES (ANGSTROEM)
C 4.22 0.77 0.79
C 3.90 -0.56 1.49
C 2.41 -0.88 1.51
C 1.64 0.14 2.37
C 0.58 0.96 1.59
B -0.99 0.69 2.01
C -1.26 -0.95 1.90
C -1.02 -1.58 0.52
N -0.21 -2.83 0.59
C -1.32 1.09 3.58
C -1.20 2.56 4.02
C 0.25 3.05 4.20
N 0.62 4.20 3.36
C -1.97 1.42 0.90
Cl -1.43 3.11 0.44
C -3.44 1.38 1.31
C -4.13 2.68 1.67
Cl -4.44 0.67 -0.08
H 3.83 0.79 -0.22
H 5.31 0.86 0.75
H 3.85 1.60 1.37
H 4.25 -0.45 2.52
H 4.45 -1.38 1.03
H 2.07 -0.86 0.47
H 2.23 -1.89 1.87
H 1.23 -0.36 3.25
H 2.38 0.84 2.76
H 0.87 2.01 1.67
H 0.74 0.70 0.54
H -2.32 -1.09 2.15
H -0.71 -1.50 2.66
H -1.99 -1.87 0.13
H -0.61 -0.87 -0.19
H -0.75 -3.60 0.21
H 0.66 -2.75 0.08
H -2.31 0.70 3.86
H -0.62 0.53 4.22
H -1.75 3.25 3.38
H -1.66 2.65 5.01
H 0.95 2.23 4.05
H 0.36 3.38 5.23
H 1.05 3.90 2.50
H -0.20 4.76 3.14
H -1.90 0.90 -0.04
H -3.58 0.67 2.11
H -5.18 2.45 1.82
H -3.79 3.09 2.62
H -4.10 3.42 0.88
C 3.70 -1.90 -3.56
C 3.15 -0.53 -3.22
O 2.16 -0.38 -2.51
N 3.80 0.55 -3.72
C 4.97 0.58 -4.57
H 3.07 -2.65 -3.09
H 3.69 -2.06 -4.63
H 4.72 -2.00 -3.19
H 3.38 1.43 -3.45
H 5.78 1.13 -4.08
H 4.74 1.08 -5.51
H 5.31 -0.43 -4.79
C 4.96 -6.15 -4.60
C 3.84 -5.39 -5.27
O 3.92 -4.20 -5.51
N 2.71 -6.08 -5.59
C 2.43 -7.48 -5.39
H 5.77 -5.47 -4.40
H 4.62 -6.58 -3.65
H 5.32 -6.95 -5.25
H 2.01 -5.51 -6.03
H 2.23 -7.97 -6.34
H 1.54 -7.59 -4.75
H 3.26 -7.98 -4.91
C -6.94 2.28 5.55
C -5.47 2.43 5.23
O -4.98 3.51 4.95
N -4.69 1.32 5.27
C -5.08 -0.04 5.58
H -7.41 3.26 5.47
H -7.42 1.60 4.85
H -7.08 1.91 6.57
H -3.72 1.50 5.04
H -4.51 -0.40 6.44
H -4.86 -0.69 4.73
H -6.14 -0.11 5.80
C -2.25 3.58 -4.51
C -1.17 2.72 -5.11
O -0.68 2.96 -6.21
N -0.76 1.65 -4.39
C -1.24 1.22 -3.08
H -2.47 4.39 -5.21
H -3.16 3.01 -4.35
H -1.93 4.01 -3.56
H -0.04 1.12 -4.83
H -0.40 1.21 -2.37
H -1.64 0.20 -3.15
H -2.01 1.87 -2.70

Results of the Mulliken charge analysis, in e, for atoms 1 through 4:
1. C -0.985
2. C -0.956
3. C -0.218
4. C -1.069

[2]
Molecular formula: C25H58Cl2O12
Method: DFT, ωB97M-V/def2-TZVPD

Calculated values
SMILES = COCCOCCOC.COCCOCCOC.COCCOCCOC.COCCOCCOC.ClCCl
ΔE to the lowest compared entry with this formula, charge and spin = 27.6 kcal per mole

CARTESIAN COORDINATES (ANGSTROEM)
C -1.59 0.06 2.38
Cl -2.08 -0.13 4.02
Cl -2.52 -0.69 0.97
H -1.51 1.14 2.08
H -0.58 -0.37 2.33
C -2.58 0.61 -5.10
O -2.97 0.80 -3.73
C -2.89 -0.22 -2.82
C -3.84 -1.37 -3.02
O -3.64 -1.85 -4.34
C -4.08 -3.14 -4.57
C -4.53 -3.28 -6.02
O -4.55 -4.64 -6.45
C -5.49 -4.92 -7.64
H -1.53 0.46 -5.14
H -2.75 1.66 -5.44
H -3.23 -0.06 -5.62
H -2.98 0.19 -1.79
H -1.88 -0.64 -2.95
H -4.93 -1.19 -2.84
H -3.57 -2.20 -2.33
H -4.87 -3.36 -3.88
H -3.30 -3.87 -4.37
H -3.85 -2.70 -6.66
H -5.51 -2.76 -6.17
H -5.45 -4.10 -8.39
H -6.47 -4.99 -7.24
H -5.08 -5.83 -8.10
C 0.13 7.40 -2.94
O 0.48 6.16 -2.42
C -0.55 5.18 -2.28
C 0.09 3.87 -2.03
O 0.02 3.51 -0.70
C 0.91 2.37 -0.26
C 2.37 2.75 -0.21
O 2.63 3.68 0.82
C 1.93 4.88 0.74
H 0.93 8.17 -2.71
H -0.79 7.77 -2.48
H 0.06 7.34 -4.02
H -1.19 5.22 -3.17
H -1.08 5.39 -1.35
H 1.21 3.90 -2.38
H -0.36 3.18 -2.74
H 0.69 1.50 -0.80
H 0.57 2.30 0.75
H 2.61 3.15 -1.18
H 3.02 1.90 0.03
H 2.58 5.62 1.29
H 0.91 4.82 1.20
H 1.86 5.20 -0.28
C 7.75 -5.58 1.72
O 6.47 -6.06 1.56
C 5.88 -6.49 2.76
C 4.42 -6.76 2.60
O 3.64 -5.57 2.71
C 2.32 -5.66 2.24
C 1.73 -4.32 2.46
O 1.93 -3.95 3.78
C 0.98 -2.98 4.15
H 8.01 -5.42 0.73
H 8.35 -6.35 2.21
H 7.73 -4.67 2.29
H 6.00 -5.81 3.61
H 6.44 -7.41 3.09
H 4.08 -7.47 3.38
H 4.32 -7.28 1.68
H 1.65 -6.44 2.74
H 2.35 -5.79 1.15
H 0.65 -4.35 2.16
H 2.26 -3.57 1.90
H 0.98 -2.00 3.62
H 1.12 -2.67 5.20
H -0.04 -3.36 4.06
C -3.65 3.59 0.71
O -2.90 3.07 1.80
C -2.45 4.10 2.66
C -1.63 3.41 3.84
O -0.37 3.06 3.37
C 0.50 2.63 4.42
C 1.79 2.19 3.87
O 1.69 1.02 3.12
C 2.93 0.46 2.85
H -3.13 4.11 -0.04
H -4.50 4.21 1.00
H -4.02 2.70 0.24
H -3.34 4.59 3.02
H -1.88 4.86 2.16
H -2.28 2.61 4.13
H -1.70 4.18 4.63
H 0.00 1.92 5.04
H 0.70 3.55 5.09
H 2.51 2.00 4.66
H 2.08 3.00 3.22
H 3.72 1.05 2.27
H 2.75 -0.50 2.30
H 3.39 0.30 3.79

Results of the Mulliken charge analysis, in e, for atoms 1 through 4:
1. C 0.974
2. Cl -0.178
3. Cl -0.206
4. H -0.509

[3]
Molecular formula: C25H58ClN10O5P2S2
Method: DFT, ωB97M-V/def2-TZVPD

Calculated values
Net charge = +1

CARTESIAN COORDINATES (ANGSTROEM)
C 6.03 0.10 -0.03
C 4.56 -0.06 0.47
C 3.92 -1.45 0.15
C 4.18 -1.94 -1.33
C 3.03 -2.90 -1.83
C 2.20 -2.30 -3.04
C 0.75 -1.86 -2.58
C 0.27 -0.51 -3.13
N 0.20 0.70 -2.22
Cl 1.71 0.48 -1.29
C -0.84 0.63 -1.09
S -2.04 -0.76 -1.07
C -1.72 1.98 -0.98
C -2.25 2.38 0.44
S -1.88 1.20 1.80
C -3.48 0.34 2.06
C -4.64 1.32 2.51
P -3.37 1.67 -1.90
N -4.12 3.01 -2.30
C -0.63 2.92 -1.72
C -1.36 4.25 -2.11
N -0.57 5.47 -2.00
C -1.29 6.67 -2.43
P 0.51 3.55 -0.33
O 0.80 2.53 0.74
C 0.08 2.09 -2.90
C 1.50 2.56 -3.33
C 1.72 3.66 -4.44
C 2.22 2.96 -5.78
C 0.59 4.66 -4.84
N -1.00 1.99 -3.87
C -0.76 1.73 -5.05
O -0.54 1.22 -6.07
H 6.64 -0.82 0.05
H 6.51 0.89 0.60
H 6.04 0.53 -1.06
H 4.55 0.06 1.57
H 3.97 0.78 0.04
H 4.31 -2.20 0.87
H 2.82 -1.39 0.30
H 5.16 -2.46 -1.30
H 4.32 -1.08 -2.02
H 2.39 -3.24 -1.00
H 3.55 -3.81 -2.21
H 2.74 -1.38 -3.36
H 2.16 -3.08 -3.83
H 0.59 -2.05 -1.50
H 0.09 -2.63 -3.06
H 0.93 -0.22 -3.98
H -0.74 -0.63 -3.59
H -0.26 0.42 -0.17
H -1.41 -1.88 -0.63
H -1.92 3.38 0.79
H -3.36 2.46 0.42
H -3.82 -0.10 1.09
H -3.38 -0.53 2.76
H -5.03 1.80 1.58
H -5.48 0.75 2.95
H -4.27 2.13 3.17
H -4.26 0.99 -1.02
H -3.16 0.94 -3.11
H -4.25 3.07 -3.31
H -1.86 4.23 -3.11
H -2.21 4.36 -1.40
H 0.38 5.43 -2.33
H -2.21 6.74 -1.79
H -0.72 7.60 -2.23
H -1.66 6.62 -3.48
H 1.68 4.16 -0.89
H -0.15 4.62 0.34
H 2.01 1.64 -3.73
H 2.13 2.85 -2.46
H 2.60 4.27 -4.14
H 2.90 2.11 -5.60
H 1.39 2.75 -6.48
H 2.84 3.74 -6.29
H 0.67 4.84 -5.94
H -0.45 4.36 -4.65
H 0.81 5.65 -4.38
C -2.61 -3.57 3.84
O -3.33 -2.88 3.12
N -1.34 -3.20 4.18
N -3.02 -4.74 4.37
H -0.74 -3.76 4.76
H -1.00 -2.34 3.80
H -3.95 -5.05 4.15
H -2.44 -5.31 4.97
C 1.05 -6.46 4.56
O -0.08 -6.24 4.94
N 1.33 -7.27 3.50
N 2.15 -5.91 5.16
H 2.25 -7.46 3.17
H 0.54 -7.69 3.04
H 1.98 -5.30 5.95
H 3.09 -6.07 4.86
C -2.88 -4.33 8.31
O -3.43 -5.21 7.65
N -2.66 -4.45 9.65
N -2.45 -3.17 7.75
H -2.22 -3.74 10.20
H -2.97 -5.30 10.09
H -2.60 -3.05 6.76
H -2.00 -2.43 8.26

Results of the Mulliken charge analysis, in e, for atoms 1 through 4:
1. C -1.229
2. C -0.023
3. C -0.754
4. C -0.464

| no. | HOMO energy (eV) | total energy (hartree) | frontier orbital gap (eV) |
| --- | --- | --- | --- |
| 1 | -5.15 | -2562.21374 | 7.05 |
| 2 | -9.11 | -2810.25868 | 9.80 |
| 3 | -10.75 | -3850.08223 | 6.96 |